Model i:
Molecular formula: C6H8
Method: DFT, ωB97M-V/def2-TZVPD

Structure (XYZ):
```
14
C6H8 (ωB97M-V/def2-TZVPD)
C -1.23 1.85 2.09
C -0.76 1.27 1.14
C -0.08 0.55 0.11
C 1.12 0.99 -0.32
C -0.71 -0.70 -0.50
C 0.46 -1.65 -0.76
H -1.65 2.40 2.90
H 1.41 2.01 -0.17
H 1.84 0.36 -0.84
H -1.47 -1.16 0.13
H -1.23 -0.35 -1.40
H 1.14 -1.39 0.05
H 0.24 -2.71 -0.67
H 0.93 -1.47 -1.74
```

Properties
HOMO energy: -8.89 eV
molecular weight: 80.1 g/mol
total charge: 0
gap between HOMO and LUMO: 0.3596 Eh
LUMO: 0.9 eV

Löwdin population analysis, charges in e, atoms 1 to 5:
1 C 0.124
2 C -0.110
3 C -0.351
4 C 0.060
5 C -0.206



Model ii:
Molecular formula: C6H8
Method: DFT, ωB97M-V/def2-TZVPD

Structure (XYZ):
```
14
C6H8 (ωB97M-V/def2-TZVPD)
C -1.29 -0.05 0.89
C -0.27 0.82 0.82
C -0.53 -1.26 1.47
C 0.47 -0.39 0.91
C -0.05 2.30 0.40
C 0.82 -1.35 -2.16
H -0.61 -1.52 2.48
H -0.96 -2.11 1.00
H 0.62 2.79 1.05
H -1.00 2.65 0.42
H 0.32 2.14 -0.68
H 1.75 -1.78 -2.54
H 0.85 -0.32 -2.12
H -0.11 -1.93 -1.94
```

Properties
HOMO energy (alpha / beta): -7.58 / -8.54 eV
molecular weight: 80.1 g/mol
total charge: 0
gap between HOMO and LUMO (alpha / beta): 0.2946 / 0.3156 Eh
LUMO (alpha / beta): 0.4 / 0.1 eV

Löwdin population analysis, charges in e, atoms 1 to 5:
1 C 0.067
2 C -0.298
3 C -0.180
4 C 0.052
5 C -0.004



Most stable structure: model i



Model i:
Molecular formula: C6H8
Method: DFT, ωB97M-V/def2-TZVPD

Structure (XYZ):
```
14
C6H8 (ωB97M-V/def2-TZVPD)
C -0.76 -1.45 0.18
C -0.15 -0.25 -0.57
C -0.77 1.11 -0.18
C 0.27 1.99 0.46
C 1.45 1.13 0.51
C 1.26 -0.06 -0.12
H -0.12 -2.34 0.10
H -1.75 -1.71 -0.21
H -0.20 -0.43 -1.65
H -1.57 1.00 0.57
H -1.24 1.64 -1.01
H -0.86 -1.20 1.24
H 2.39 1.42 0.97
H 2.02 -0.83 -0.27
```

Properties
HOMO energy: -8.08 eV
molecular weight: 80.1 g/mol
total charge: 0
gap between HOMO and LUMO: 0.2858 Eh
LUMO: -0.3 eV

Löwdin population analysis, charges in e, atoms 1 to 5:
1 C -0.072
2 C -0.375
3 C -0.236
4 C 0.040
5 C -0.138



Model ii:
Molecular formula: C6H8
Method: DFT, ωB97M-V/def2-TZVPD

Structure (XYZ):
```
14
C6H8 (ωB97M-V/def2-TZVPD)
C -1.41 -0.58 -0.26
C -1.14 0.69 -0.02
C 0.25 1.01 -0.02
C 1.18 0.46 1.07
C 0.99 -0.21 -0.34
C -0.03 -1.30 -0.39
H -2.45 -0.93 -0.34
H -1.95 1.48 -0.13
H 0.61 1.94 -0.53
H 2.14 1.19 1.08
H 0.66 0.05 1.92
H 1.79 -0.32 -1.10
H 0.19 -2.21 0.23
H -0.02 -1.60 -1.42
```

Properties
HOMO energy: -8.71 eV
molecular weight: 80.1 g/mol
total charge: 0
gap between HOMO and LUMO: 0.3628 Eh
LUMO: 1.2 eV

Löwdin population analysis, charges in e, atoms 1 to 5:
1 C -0.060
2 C -0.122
3 C -0.331
4 C -0.033
5 C -0.269



Most stable structure: model ii



Model i:
Molecular formula: C5H12NO
Method: DFT, ωB97M-V/def2-TZVPD

Structure (XYZ):
```
19
C5H12NO (ωB97M-V/def2-TZVPD)
C 1.32 -1.18 -0.79
C 0.54 -0.53 0.34
C 1.20 0.75 0.85
C -0.93 -0.32 -0.05
N -1.06 0.76 -1.09
C -1.75 0.13 1.15
O -2.28 1.21 1.15
H 2.32 -1.46 -0.47
H 1.43 -0.53 -1.66
H 0.82 -2.10 -1.12
H 0.49 -1.24 1.17
H 0.67 1.22 1.68
H 1.32 1.49 0.06
H 2.21 0.51 1.19
H -1.33 -1.25 -0.47
H -2.03 1.04 -1.25
H -0.55 1.58 -0.73
H -0.65 0.47 -1.97
H -1.74 -0.55 2.01
```

Properties
HOMO energy: -14.92 eV
molecular weight: 102.2 g/mol
total charge: +1
gap between HOMO and LUMO: 0.4173 Eh
LUMO: -3.6 eV

Löwdin population analysis, charges in e, atoms 1 to 5:
1 C -0.052
2 C -0.388
3 C -0.042
4 C -0.225
5 N 0.242



Model ii:
Molecular formula: C5H12NO
Method: DFT, ωB97M-V/def2-TZVPD

Structure (XYZ):
```
19
C5H12NO (ωB97M-V/def2-TZVPD)
C -1.39 -0.55 -2.35
C -0.47 -0.29 -1.45
N 0.96 -0.53 -1.74
C -0.71 -0.31 0.04
C -0.16 0.96 0.71
C 0.07 0.75 2.19
O 1.26 -0.02 2.32
H -2.40 -0.77 -2.02
H -1.28 -0.45 -3.42
H 1.16 -1.45 -1.33
H 1.65 0.14 -1.38
H 1.15 -0.57 -2.74
H -0.24 -1.20 0.48
H -1.77 -0.38 0.25
H 0.83 1.21 0.31
H -0.84 1.80 0.51
H -0.78 0.22 2.63
H 0.08 1.68 2.77
H 1.17 -0.57 3.11
```

Properties
HOMO energy: -13.80 eV
molecular weight: 102.2 g/mol
total charge: +1
gap between HOMO and LUMO: 0.3681 Eh
LUMO: -3.8 eV

Löwdin population analysis, charges in e, atoms 1 to 5:
1 C 0.128
2 C -0.299
3 N 0.243
4 C -0.150
5 C -0.170



Most stable structure: model i



Model i:
Molecular formula: C2H2N2O3
Method: DFT, ωB97M-V/def2-TZVPD

Structure (XYZ):
```
9
C2H2N2O3 (ωB97M-V/def2-TZVPD)
O 2.29 0.43 0.03
N 1.49 -0.60 0.08
C 0.37 -0.10 -0.01
O -0.81 -0.97 -0.15
C -1.82 -0.24 0.19
N -1.55 1.05 0.03
O -0.11 1.10 -0.10
H 3.04 0.07 -0.05
H -2.89 -0.73 -0.02
```

Properties
HOMO energy: -9.17 eV
molecular weight: 102.0 g/mol
total charge: 0
gap between HOMO and LUMO: 0.3601 Eh
LUMO: 0.6 eV

Löwdin population analysis, charges in e, atoms 1 to 5:
1 O 0.059
2 N 0.078
3 C -0.400
4 O 0.065
5 C -0.188



Model ii:
Molecular formula: C2H2N2O3
Method: DFT, ωB97M-V/def2-TZVPD

Structure (XYZ):
```
9
C2H2N2O3 (ωB97M-V/def2-TZVPD)
O -0.29 0.56 -2.27
C -0.03 -0.07 -1.31
N 0.21 -1.19 -0.90
O 0.92 -1.52 0.17
H 1.81 -1.43 -0.17
N -0.13 1.10 0.67
C -0.92 0.62 1.47
O -1.45 0.09 2.36
H -0.11 1.83 -0.02
```

Properties
HOMO energy: -10.12 eV
molecular weight: 102.0 g/mol
total charge: 0
gap between HOMO and LUMO: 0.3736 Eh
LUMO: 0.0 eV

Löwdin population analysis, charges in e, atoms 1 to 5:
1 O 0.150
2 C -0.376
3 N 0.009
4 O -0.011
5 H 0.107



Model iii:
Molecular formula: C2H2N2O3
Method: DFT, ωB97M-V/def2-TZVPD

Structure (XYZ):
```
9
C2H2N2O3 (ωB97M-V/def2-TZVPD)
O -2.32 -0.68 0.13
C -1.18 -0.19 0.05
N -0.05 -1.03 -0.27
C 0.92 -0.18 0.02
O 2.42 -0.39 0.10
O 0.63 1.18 -0.06
N -0.77 1.15 -0.12
H 2.50 -1.45 0.34
H -1.03 1.97 0.58
```

Properties
HOMO energy: -10.49 eV
molecular weight: 102.0 g/mol
total charge: 0
gap between HOMO and LUMO: 0.3901 Eh
LUMO: 0.1 eV

Löwdin population analysis, charges in e, atoms 1 to 5:
1 O 0.051
2 C -0.485
3 N 0.208
4 C -0.286
5 O -0.002



Model iv:
Molecular formula: C2H2N2O3
Method: DFT, ωB97M-V/def2-TZVPD

Structure (XYZ):
```
9
C2H2N2O3 (ωB97M-V/def2-TZVPD)
C 1.00 -0.14 0.97
C -1.24 0.98 -0.86
N 1.17 0.39 -0.09
N -0.29 -2.04 0.55
O -0.63 -1.96 -0.58
O -1.43 0.32 -1.76
O -1.00 1.50 0.10
H 0.93 -0.38 1.99
H 1.51 1.31 -0.32
```

Properties
HOMO energy (alpha / beta): -6.85 / -7.80 eV
molecular weight: 102.0 g/mol
total charge: 0
gap between HOMO and LUMO (alpha / beta): 0.2655 / 0.2909 Eh
LUMO (alpha / beta): 0.4 / 0.1 eV

Löwdin population analysis, charges in e, atoms 1 to 5:
1 C -0.053
2 C -0.520
3 N 0.068
4 N 0.025
5 O -0.072



Most stable structure: model iii



Model i:
Molecular formula: C4H12N2O
Method: DFT, ωB97M-V/def2-TZVPD

Structure (XYZ):
```
19
C4H12N2O (ωB97M-V/def2-TZVPD)
N 1.88 1.57 -0.34
C 0.63 2.12 -0.69
C -0.49 1.79 0.21
N -0.98 0.42 -0.22
C -0.08 -0.78 0.12
C -0.81 -1.95 0.64
O -0.32 -3.23 0.05
H 2.02 1.73 0.68
H 2.66 2.13 -0.63
H 0.56 3.18 -0.72
H 0.17 1.82 -1.60
H -1.36 2.49 0.05
H -0.25 2.00 1.32
H -1.82 0.23 0.25
H 0.52 -0.52 0.93
H 0.57 -0.86 -0.67
H -1.85 -1.90 0.15
H -1.04 -2.00 1.67
H 0.63 -3.38 0.34
```

Properties
HOMO energy: -9.04 eV
molecular weight: 104.2 g/mol
total charge: 0
gap between HOMO and LUMO: 0.3667 Eh
LUMO: 0.9 eV

Löwdin population analysis, charges in e, atoms 1 to 5:
1 N 0.011
2 C -0.361
3 C -0.240
4 N -0.037
5 C -0.212



Model ii:
Molecular formula: C4H12N2O
Method: DFT, ωB97M-V/def2-TZVPD

Structure (XYZ):
```
19
C4H12N2O (ωB97M-V/def2-TZVPD)
C 0.33 0.09 -2.04
C -1.17 -1.62 -1.37
N -0.56 -0.55 -1.09
H 1.28 0.19 -1.50
H -0.04 1.08 -2.31
H 0.48 -0.50 -2.95
H -1.04 -2.04 -2.37
H -1.72 -2.13 -0.59
H -0.35 -0.28 0.08
C -0.39 1.59 1.22
N -0.25 0.15 1.37
C 1.18 -0.33 1.52
O 1.71 -0.42 0.31
H 0.35 1.96 0.51
H -0.28 2.12 2.16
H -1.37 1.85 0.81
H -0.92 -0.27 2.00
H 1.10 -1.30 2.06
H 1.68 0.40 2.20
```

Properties
HOMO energy: -7.03 eV
molecular weight: 104.2 g/mol
total charge: 0
gap between HOMO and LUMO: 0.2736 Eh
LUMO: 0.4 eV

Löwdin population analysis, charges in e, atoms 1 to 5:
1 C -0.073
2 C 0.066
3 N -0.064
4 H 0.067
5 H 0.088



Model iii:
Molecular formula: C4H12N2O
Method: DFT, ωB97M-V/def2-TZVPD

Structure (XYZ):
```
19
C4H12N2O (ωB97M-V/def2-TZVPD)
N 0.80 2.50 1.22
C 0.76 1.30 0.43
C -0.33 0.54 0.49
C -0.40 -0.73 -0.36
C -0.05 -1.91 0.66
N -0.80 -3.12 0.46
H 1.60 2.58 1.83
H -0.05 2.58 1.75
H 1.63 1.25 -0.21
H -1.23 0.64 1.09
H 0.30 -0.85 -1.18
H -1.43 -0.87 -0.70
H -0.01 -1.49 1.66
H 1.03 -2.07 0.50
H -1.77 -3.08 0.17
H -0.36 -3.82 -0.13
O 0.27 1.85 -2.41
H 0.27 2.18 -3.32
H -0.21 2.53 -1.96
```

Properties
HOMO energy: -7.96 eV
molecular weight: 104.2 g/mol
total charge: 0
gap between HOMO and LUMO: 0.3251 Eh
LUMO: 0.9 eV

Löwdin population analysis, charges in e, atoms 1 to 5:
1 N 0.006
2 C -0.219
3 C -0.146
4 C -0.192
5 C -0.294



Model iv:
Molecular formula: C4H12N2O
Method: DFT, ωB97M-V/def2-TZVPD

Structure (XYZ):
```
19
C4H12N2O (ωB97M-V/def2-TZVPD)
N 2.36 0.15 0.14
C 1.61 -0.81 -0.66
C 0.14 -1.00 -0.30
C -0.55 0.31 0.10
N -0.57 1.32 -0.96
C -1.93 0.11 0.72
O -2.53 1.34 1.10
H 1.98 0.34 1.06
H 3.31 -0.15 0.29
H 1.70 -0.53 -1.71
H 2.10 -1.75 -0.66
H -0.37 -1.39 -1.17
H 0.07 -1.73 0.52
H 0.07 0.74 0.89
H 0.35 1.49 -1.31
H -1.13 0.98 -1.73
H -1.76 -0.50 1.61
H -2.60 -0.44 0.08
H -2.26 1.53 2.01
```

Properties
HOMO energy: -9.06 eV
molecular weight: 104.2 g/mol
total charge: 0
gap between HOMO and LUMO: 0.3658 Eh
LUMO: 0.9 eV

Löwdin population analysis, charges in e, atoms 1 to 5:
1 N -0.002
2 C -0.301
3 C -0.165
4 C -0.417
5 N 0.065



Most stable structure: model iv



Model i:
Molecular formula: C4H12N2O
Method: DFT, ωB97M-V/def2-TZVPD

Structure (XYZ):
```
19
C4H12N2O (ωB97M-V/def2-TZVPD)
C 0.39 -0.31 0.18
C -0.95 0.10 -0.18
C -0.79 1.05 2.30
C 1.64 0.12 -0.52
N -0.12 -1.90 -1.48
N -0.39 1.09 0.89
O -0.04 -1.00 -2.69
H 0.53 -1.48 -3.30
H -1.05 -2.32 -1.65
H -0.03 1.97 0.55
H 0.49 -1.03 0.98
H -1.78 -0.46 0.22
H -1.07 0.51 -1.17
H 0.05 1.33 2.94
H -1.10 0.04 2.55
H -1.63 1.72 2.47
H 1.45 0.89 -1.25
H 2.39 0.46 0.20
H 2.01 -0.77 -1.04
```

Properties
HOMO energy: -5.87 eV
molecular weight: 104.2 g/mol
total charge: 0
gap between HOMO and LUMO: 0.2362 Eh
LUMO: 0.6 eV

Löwdin population analysis, charges in e, atoms 1 to 5:
1 C -0.222
2 C -0.101
3 C -0.070
4 C -0.074
5 N -0.187



Model ii:
Molecular formula: C4H12N2O
Method: DFT, ωB97M-V/def2-TZVPD

Structure (XYZ):
```
19
C4H12N2O (ωB97M-V/def2-TZVPD)
N 2.59 -0.43 -0.30
C 1.94 0.31 0.78
C 0.91 1.36 0.29
N -0.05 0.95 -0.77
C -1.27 0.38 -0.45
C -1.45 -1.10 -0.09
O -2.80 -1.29 0.26
H 2.97 0.08 -1.02
H 3.48 -0.80 0.12
H 2.58 0.96 1.45
H 1.37 -0.36 1.53
H 0.37 1.61 1.24
H 1.36 2.30 0.09
H 0.46 0.52 -1.45
H -1.77 1.08 0.29
H -2.00 0.49 -1.16
H -1.19 -1.84 -0.81
H -0.81 -1.34 0.79
H -2.93 -1.72 1.07
```

Properties
HOMO energy: -8.52 eV
molecular weight: 104.2 g/mol
total charge: 0
gap between HOMO and LUMO: 0.3488 Eh
LUMO: 1.0 eV

Löwdin population analysis, charges in e, atoms 1 to 5:
1 N -0.006
2 C -0.296
3 C -0.210
4 N -0.048
5 C -0.258



Model iii:
Molecular formula: C4H12N2O
Method: DFT, ωB97M-V/def2-TZVPD

Structure (XYZ):
```
19
C4H12N2O (ωB97M-V/def2-TZVPD)
C 0.99 -1.70 0.83
O -0.15 -2.42 1.35
H -0.76 -2.56 0.63
H 1.60 -2.35 0.19
H 1.62 -1.47 1.70
H 0.55 -0.71 -0.25
C -1.52 -0.34 -1.07
C 0.08 1.35 -0.08
N 0.73 2.51 -0.42
N -0.09 1.04 1.22
C -0.14 0.29 -1.00
H 0.82 2.71 -1.40
H 1.12 3.10 0.29
H 0.12 0.00 1.36
H 0.36 1.63 1.91
H 0.27 0.49 -1.99
H -1.46 -1.29 -1.61
H -2.24 0.28 -1.60
H -1.89 -0.55 -0.07
```

Properties
HOMO energy: -6.58 eV
molecular weight: 104.2 g/mol
total charge: 0
gap between HOMO and LUMO: 0.2675 Eh
LUMO: 0.7 eV

Löwdin population analysis, charges in e, atoms 1 to 5:
1 C -0.241
2 O -0.172
3 H 0.047
4 H 0.047
5 H 0.050



Most stable structure: model ii